Density functional theory data (ωB97M-V/def2-TZVPD) for a cluster of 14 separate species, C33H65N15O28 in total.

Geometry as XYZ:
```
141
C33H65N15O28 (ωB97M-V/def2-TZVPD)
C -1.267 -5.277 0.334
C -0.190 -4.112 0.117
O 0.937 -4.177 0.666
O -0.554 -2.974 -0.671
C -0.026 -3.089 -2.030
C 1.456 -2.437 -2.166
C 1.284 -0.810 -2.190
C 1.498 -0.318 -0.678
C 1.400 1.272 -0.458
C 0.765 1.732 0.945
C 1.680 1.409 2.230
C 1.129 2.370 3.418
N 0.692 2.990 4.390
C 1.546 -0.097 2.784
C 0.009 -0.369 3.151
N -1.042 -0.777 3.580
C 2.555 -0.368 4.047
C 3.798 -1.189 3.398
C 3.837 -2.740 3.449
C 5.029 -3.465 2.764
C 6.148 -2.666 2.031
C 6.069 -1.105 2.027
C 7.256 -0.337 1.247
C 4.889 -0.300 2.703
H -1.931 -5.098 1.248
H -0.706 -6.265 0.522
H -1.940 -5.422 -0.589
H 0.016 -4.199 -2.312
H -0.789 -2.540 -2.721
H 2.026 -2.806 -3.075
H 2.004 -2.744 -1.192
H 0.234 -0.567 -2.578
H 2.089 -0.364 -2.872
H 0.670 -0.791 -0.018
H 2.493 -0.689 -0.217
H 2.401 1.824 -0.648
H 0.677 1.673 -1.275
H 0.689 2.889 0.894
H -0.332 1.377 1.069
H 2.757 1.729 1.997
H 1.823 -0.865 1.973
H 2.904 0.609 4.541
H 1.952 -1.012 4.788
H 3.018 -3.354 3.948
H 5.103 -4.608 2.752
H 7.013 -3.221 1.506
H 6.770 0.123 0.299
H 7.676 0.528 1.869
H 8.047 -1.073 0.874
H 4.843 0.838 2.680
C -2.472 2.641 -3.623
N -1.158 2.318 -3.010
O -0.442 1.527 -3.602
O -0.891 2.872 -1.953
H -2.574 2.082 -4.552
H -3.247 2.354 -2.913
H -2.488 3.712 -3.815
C -3.812 -3.205 3.420
N -4.558 -4.489 3.340
O -5.375 -4.725 4.221
O -4.293 -5.214 2.391
H -4.141 -2.662 4.304
H -2.751 -3.445 3.488
H -4.033 -2.640 2.515
C -4.059 -2.320 -2.238
N -3.808 -1.578 -3.501
O -4.767 -1.349 -4.220
O -2.653 -1.251 -3.724
H -5.122 -2.545 -2.168
H -3.473 -3.238 -2.274
H -3.746 -1.682 -1.415
C 0.050 -3.889 -6.400
N 0.944 -3.593 -5.250
O 1.012 -2.433 -4.876
O 1.547 -4.537 -4.761
H -0.417 -2.962 -6.729
H 0.664 -4.314 -7.193
H -0.702 -4.600 -6.058
C 4.950 -3.879 -4.467
N 5.842 -3.580 -3.316
O 5.907 -2.419 -2.943
O 6.446 -4.522 -2.828
H 4.481 -2.953 -4.797
H 5.567 -4.303 -5.259
H 4.200 -4.591 -4.125
C -3.645 0.701 1.259
N -4.620 0.729 0.136
O -4.927 1.820 -0.313
O -5.044 -0.350 -0.257
H -3.357 1.723 1.499
H -4.135 0.228 2.109
H -2.780 0.124 0.929
C -0.872 7.445 -3.904
N -1.606 6.156 -4.005
O -2.415 5.902 -3.124
O -1.342 5.443 -4.969
H -1.203 7.968 -3.009
H 0.191 7.213 -3.844
H -1.102 8.024 -4.798
C 3.865 3.363 5.243
N 5.178 3.080 5.880
O 5.918 2.290 5.314
O 5.420 3.661 6.926
H 3.781 2.786 4.324
H 3.085 3.079 5.949
H 3.837 4.431 5.030
C -1.855 5.091 -8.085
N -1.605 5.841 -9.344
O -2.567 6.077 -10.057
O -0.450 6.165 -9.571
H -2.919 4.870 -8.014
H -1.272 4.172 -8.128
H -1.537 5.723 -7.257
C 1.740 6.178 1.665
N 3.052 5.889 2.303
O 3.787 5.092 1.740
O 3.298 6.472 3.348
H 1.658 5.593 0.751
H 0.962 5.897 2.374
H 1.709 7.244 1.445
C -6.750 -7.238 2.543
N -7.493 -8.522 2.452
O -8.311 -8.761 3.327
O -7.229 -9.245 1.504
H -7.085 -6.700 3.429
H -5.690 -7.474 2.615
H -6.969 -6.668 1.641
C -5.659 -5.589 7.247
N -5.456 -5.185 8.663
O -4.496 -4.472 8.911
O -6.268 -5.597 9.475
H -4.868 -5.152 6.640
H -5.620 -6.677 7.207
H -6.634 -5.216 6.935
C 1.922 10.950 -0.303
N 1.207 9.649 -0.375
O 0.393 9.406 0.501
O 1.489 8.916 -1.311
H 1.573 11.493 0.574
H 2.988 10.736 -0.225
H 1.694 11.501 -1.214
```

Gap between HOMO and LUMO: 7.831 eV
E_tot: -4222.9497 Eh
ΔE to the lowest compared entry with this formula, charge and spin: 188.0 kcal per mole
Spin multiplicity: 1
E_LUMO: -0.75 eV
HOMO level: -8.6 eV

Here are the Mulliken charges for atoms 1 to 99, given in e: atom 1 (C): -0.8267, atom 2 (C): 0.6410, atom 3 (O): -0.5346, atom 4 (O): 0.0031, atom 5 (C): -0.5487, atom 6 (C): -0.0343, atom 7 (C): 0.0275, atom 8 (C): -0.2660, atom 9 (C): 0.1012, atom 10 (C): -0.3833, atom 11 (C): 0.7429, atom 12 (C): -0.2540, atom 13 (N): -0.6757, atom 14 (C): 0.8692, atom 15 (C): -0.2811, atom 16 (N): -0.7087, atom 17 (C): -0.1536, atom 18 (C): 0.1844, atom 19 (C): -0.5187, atom 20 (C): -0.4943, atom 21 (C): -0.7883, atom 22 (C): 0.5661, atom 23 (C): -1.0284, atom 24 (C): -0.0134, atom 25 (H): 0.0461, atom 26 (H): 0.3495, atom 27 (H): 0.2464, atom 28 (H): 0.3572, atom 29 (H): 0.0560, atom 30 (H): -0.1664, atom 31 (H): 0.4120, atom 32 (H): -0.2301, atom 33 (H): 0.5158, atom 34 (H): -0.1228, atom 35 (H): 0.2606, atom 36 (H): 0.3630, atom 37 (H): -0.4915, atom 38 (H): 0.3323, atom 39 (H): -0.2534, atom 40 (H): 0.3294, atom 41 (H): 0.1455, atom 42 (H): -0.0159, atom 43 (H): 0.4452, atom 44 (H): 0.3290, atom 45 (H): 0.2946, atom 46 (H): 0.2613, atom 47 (H): 0.2494, atom 48 (H): 0.2871, atom 49 (H): 0.3255, atom 50 (H): 0.2255, atom 51 (C): -0.3379, atom 52 (N): 1.0039, atom 53 (O): -0.5622, atom 54 (O): -0.5825, atom 55 (H): 0.3175, atom 56 (H): 0.1641, atom 57 (H): -0.1092, atom 58 (C): -0.7730, atom 59 (N): 0.9086, atom 60 (O): -0.5073, atom 61 (O): -0.5283, atom 62 (H): 0.3658, atom 63 (H): 0.2948, atom 64 (H): 0.2498, atom 65 (C): -0.4949, atom 66 (N): 0.9376, atom 67 (O): -0.5563, atom 68 (O): -0.5198, atom 69 (H): 0.3179, atom 70 (H): 0.2822, atom 71 (H): 0.0248, atom 72 (C): -0.9083, atom 73 (N): 0.9072, atom 74 (O): -0.4730, atom 75 (O): -0.5088, atom 76 (H): 0.3382, atom 77 (H): 0.3111, atom 78 (H): 0.3041, atom 79 (C): -0.7584, atom 80 (N): 0.9270, atom 81 (O): -0.5229, atom 82 (O): -0.5432, atom 83 (H): 0.2854, atom 84 (H): 0.3543, atom 85 (H): 0.2505, atom 86 (C): -0.5839, atom 87 (N): 0.9719, atom 88 (O): -0.5383, atom 89 (O): -0.5776, atom 90 (H): 0.3435, atom 91 (H): 0.2712, atom 92 (H): 0.1075, atom 93 (C): -0.8437, atom 94 (N): 0.8539, atom 95 (O): -0.4991, atom 96 (O): -0.5050, atom 97 (H): 0.3233, atom 98 (H): 0.3054, atom 99 (H): 0.3190